## P
ORCA calculation (the ωB97M-V functional and the def2-TZVPD basis) on CHIOS2 as an isolated structure.

ORCA input file:
```
! wB97M-V def2-TZVPD RIJCOSX def2/J DEFGRID3
* xyz 0 1
C -0.32 0.30 -0.32
O 2.10 0.00 1.15
S 0.07 -1.13 -1.24
S 0.22 -1.11 0.76
I -2.35 0.82 -0.03
H 0.28 1.11 -0.32
*
```

Its molecular weight is 220.1 g/mol. The frontier orbital gap (alpha / beta) comes out at 0.3049 / 0.3065 Ha.


## Q
ORCA calculation (the ωB97M-V functional and the def2-TZVPD basis) on CHIOS2 as an isolated structure.

ORCA input file:
```
! wB97M-V def2-TZVPD RIJCOSX def2/J DEFGRID3
* xyz 0 1
C 0.48 -0.17 -1.23
O 2.17 -0.97 0.60
S 1.66 1.18 -1.44
S 2.05 -0.86 -0.88
I -0.79 -0.70 -2.80
H -0.27 -0.20 -0.01
*
```

Its molecular weight is 220.1 g/mol. The frontier orbital gap comes out at 0.3428 Ha.


The least stable of them is P.